Record 1
C35H78F12N12O29S12 | ωB97M-V/def2-TZVPD

Results
HOMO, eV: -7.19
Spin multiplicity: 1
M, g/mol: 1743.8
DFT total energy, eV: -277416.3434
Charge: 0
E_LUMO, hartree: -0.2071
Energy relative to the best compared isomer or geometry (same formula, charge and spin), kJ/mol: 1736.51
F_max, eV Å⁻¹: 11.14

Each line ends with the Löwdin charge.
Element x y z (Å)
C1 5.74 0.33 -5.51  0.042
C2 6.36 1.71 -5.73  -0.376
O1 7.53 1.87 -5.49  0.177
N1 5.43 2.74 -6.30  0.094
H1 4.50 2.55 -5.97  0.169
H2 5.50 3.63 -5.83  0.179
C3 5.55 2.92 -7.82  0.058
H3 4.68 0.36 -5.27  0.093
H4 6.37 -0.10 -4.73  0.109
H5 5.93 -0.30 -6.38  0.116
H6 5.26 2.02 -8.36  0.114
H7 6.58 3.13 -8.13  0.115
H8 4.82 3.68 -8.07  0.109
C4 13.48 -4.45 -2.94  0.030
C5 12.97 -3.29 -2.11  -0.327
O2 11.83 -2.81 -2.22  0.138
N2 13.94 -2.78 -1.06  0.096
H9 14.42 -3.56 -0.64  0.181
H10 14.63 -2.25 -1.59  0.188
C6 13.38 -1.91 0.03  0.037
H11 14.34 -4.14 -3.54  0.107
H12 12.77 -4.86 -3.66  0.107
H13 13.81 -5.27 -2.31  0.103
H14 14.23 -1.72 0.67  0.117
H15 12.62 -2.46 0.60  0.112
H16 12.85 -1.09 -0.45  0.108
C7 19.60 2.81 7.63  0.016
C8 19.46 1.82 6.52  -0.320
O3 19.49 0.60 6.64  0.180
N3 19.46 2.54 5.12  0.094
H17 18.57 3.01 5.16  0.172
H18 20.19 3.24 5.03  0.163
C9 19.70 1.66 3.88  0.054
H19 19.74 2.35 8.61  0.109
H20 18.72 3.45 7.68  0.106
H21 20.39 3.55 7.46  0.099
H22 19.19 0.72 4.05  0.103
H23 20.77 1.55 3.67  0.114
H24 19.11 2.19 3.14  0.108
C10 11.35 -12.53 2.23  -0.002
C11 10.37 -11.43 1.87  -0.429
C12 10.42 -11.18 0.33  -0.105
C13 9.56 -12.20 -0.46  -0.139
C14 8.13 -12.40 0.13  -0.128
C15 8.01 -12.73 1.62  -0.413
N4 8.91 -11.79 2.35  0.162
O4 8.72 -11.58 3.75  0.157
C16 8.44 -14.27 1.89  0.031
C17 6.53 -12.49 2.05  -0.010
C18 10.80 -10.15 2.60  -0.015
H25 12.37 -12.30 1.95  0.120
H26 11.04 -13.55 1.99  0.082
H27 11.42 -12.45 3.32  0.092
H28 11.46 -11.20 -0.01  0.135
H29 10.01 -10.19 0.16  0.125
H30 10.02 -13.17 -0.29  0.098
H31 9.45 -12.07 -1.53  0.128
H32 7.47 -13.12 -0.35  0.138
H33 7.67 -11.42 -0.06  0.126
H34 9.21 -14.66 1.22  0.077
H35 7.58 -14.86 1.58  0.091
H36 8.69 -14.58 2.91  0.097
H37 5.86 -13.24 1.62  0.098
H38 6.17 -11.55 1.61  0.094
H39 6.26 -12.35 3.09  0.091
H40 11.15 -10.35 3.62  0.093
H41 9.97 -9.44 2.64  0.102
H42 11.59 -9.72 1.99  0.106
C19 15.26 1.85 -13.69  -0.042
C20 14.10 1.68 -12.72  -0.385
C21 12.74 1.68 -13.50  -0.117
C22 11.55 1.11 -12.78  -0.186
C23 11.85 -0.28 -12.29  -0.139
C24 13.11 -0.42 -11.40  -0.426
N5 14.32 0.29 -12.03  0.146
O5 15.56 -0.14 -11.61  0.196
C25 13.32 -1.92 -11.20  -0.019
C26 12.89 0.22 -10.01  0.019
C27 14.32 2.86 -11.69  0.000
H43 16.19 1.86 -13.12  0.092
H44 15.37 2.77 -14.27  0.109
H45 15.32 1.02 -14.38  0.099
H46 12.92 1.16 -14.44  0.130
H47 12.60 2.73 -13.75  0.135
H48 10.70 1.16 -13.47  0.129
H49 11.25 1.67 -11.89  0.114
H50 12.01 -0.88 -13.19  0.132
H51 10.94 -0.70 -11.87  0.140
H52 13.63 -2.47 -12.09  0.099
H53 12.36 -2.39 -10.96  0.111
H54 14.17 -2.23 -10.60  0.099
H55 11.88 0.04 -9.64  0.110
H56 12.75 1.29 -10.16  0.063
H57 13.68 -0.07 -9.31  0.115
H58 15.14 2.61 -11.02  0.099
H59 13.49 3.05 -11.01  0.076
H60 14.69 3.80 -12.10  0.103
C28 2.77 6.73 2.59  -0.091
C29 3.04 5.34 2.03  -0.233
C30 3.90 4.47 2.99  -0.063
N6 4.27 3.08 2.31  -0.208
C31 3.00 2.14 2.12  0.064
C32 5.13 3.21 1.05  -0.094
C33 6.47 2.58 1.38  -0.191
C34 6.61 2.67 2.81  -0.172
C35 5.24 2.32 3.25  -0.112
H61 2.34 7.34 1.80  0.083
H62 3.68 7.20 2.96  0.082
H63 2.09 6.70 3.44  0.083
H64 3.58 5.45 1.10  0.099
H65 2.09 4.86 1.78  0.105
H66 3.31 4.06 3.81  0.128
H67 4.82 4.93 3.33  0.137
H68 3.26 1.26 1.53  0.111
H69 2.14 2.68 1.72  0.088
H70 2.72 1.89 3.14  0.103
H71 4.68 2.67 0.22  0.130
H72 5.28 4.27 0.84  0.123
H73 6.49 1.52 1.10  0.133
H74 7.24 3.04 0.77  0.137
H75 7.42 2.09 3.25  0.152
H76 6.75 3.71 3.11  0.127
H77 5.10 1.24 3.16  0.142
H78 4.87 2.55 4.25  0.137
N7 5.72 -6.92 2.39  -0.282
S1 6.18 -5.47 1.60  0.602
O6 7.36 -4.98 2.26  -0.307
O7 5.18 -4.48 1.05  -0.331
F1 6.72 -6.17 0.23  -0.226
S2 4.58 -6.26 3.14  0.454
O8 3.26 -6.15 2.43  -0.342
O9 4.92 -5.21 4.10  -0.315
F2 4.27 -7.55 4.13  -0.254
N8 17.39 0.46 -3.65  -0.288
S3 17.46 2.09 -4.07  0.559
O10 16.93 2.31 -5.41  -0.319
O11 18.44 2.98 -3.50  -0.279
F3 16.14 2.53 -3.18  -0.259
S4 18.75 0.15 -4.33  0.414
O12 19.94 0.64 -3.65  -0.311
O13 18.78 0.03 -5.76  -0.280
F4 18.91 -1.39 -3.81  -0.236
N9 6.16 -6.88 -9.93  -0.262
S5 5.31 -5.63 -9.66  0.419
O14 5.94 -4.39 -10.03  -0.330
O15 4.34 -5.60 -8.54  -0.321
F5 4.36 -5.86 -10.92  -0.217
S6 6.99 -6.80 -8.48  0.546
O16 6.39 -7.51 -7.38  -0.292
O17 7.78 -5.62 -8.19  -0.312
F6 8.15 -7.87 -8.91  -0.231
N10 19.50 -9.94 -9.70  -0.262
S7 20.04 -9.87 -11.12  0.420
O18 20.84 -8.79 -11.59  -0.284
O19 19.29 -10.72 -12.07  -0.318
F7 21.21 -10.91 -10.67  -0.254
S8 18.31 -8.77 -9.93  0.572
O20 17.00 -9.27 -10.31  -0.310
O21 18.69 -7.37 -10.22  -0.319
F8 18.09 -8.58 -8.34  -0.245
N11 14.79 4.62 5.13  -0.297
S9 14.07 5.17 4.02  0.369
O22 13.55 6.48 4.25  -0.294
O23 13.28 4.25 3.18  -0.337
F9 15.36 5.53 3.00  -0.260
S10 13.47 3.86 5.97  0.619
O24 13.60 2.44 5.97  -0.284
O25 12.14 4.51 5.92  -0.299
F10 13.94 4.24 7.47  -0.214
N12 17.31 -5.75 1.80  -0.265
S11 17.89 -5.84 3.19  0.331
O26 19.13 -5.08 3.43  -0.324
O27 17.59 -6.97 4.00  -0.287
F11 16.87 -4.82 3.79  -0.221
S12 18.24 -7.13 1.32  0.603
O28 17.49 -8.38 1.05  -0.317
O29 19.66 -7.19 1.67  -0.279
F12 18.38 -6.50 -0.16  -0.240

***

Record 2
C4H9N2 | ωB97M-V/def2-TZVPD

Results
HOMO, eV: -14.35
Structure (SMILES): C=[N+](C)/C=N\C
Spin multiplicity: 1
M, g/mol: 85.1
DFT total energy, eV: -7264.4056
Charge: +1
E_LUMO, hartree: -0.1970
Energy relative to the best compared isomer or geometry (same formula, charge and spin), kJ/mol: 360.48
F_max, eV Å⁻¹: 4.26

Each line ends with the Löwdin charge.
Element x y z (Å)
C1 -2.11 -0.84 -0.35  0.207
C2 0.34 -1.08 0.26  -0.069
C3 2.31 0.23 -0.23  -0.116
C4 -0.95 1.09 0.33  0.028
N1 1.52 -0.84 0.10  0.068
N2 -1.03 -0.34 0.11  -0.070
H1 -2.92 -0.19 -0.65  0.126
H2 0.23 -2.05 0.47  0.096
H3 -2.18 -1.92 -0.34  0.132
H4 3.39 -0.03 -0.45  0.119
H5 1.99 0.83 -1.07  0.090
H6 2.33 1.01 0.51  0.098
H7 -0.35 1.61 -0.30  0.074
H8 -0.58 1.14 1.32  0.110
H9 -1.98 1.40 0.30  0.108